Below is C34H37AsN4ORhS2Si as an isolated structure at a distorted geometry, with properties calculated with ωB97M-V with the def2-TZVPD basis set.

Each line ends with the Löwdin charge.
Cartesian coordinates (Å):
Rh 0.1477 0.6679 -0.2181  0.52
N 0.4876 1.1529 2.0331  0.01
N 1.8093 1.2506 2.4694  -0.02
C 2.8222 1.0201 1.6285  -0.84
N 4.0499 1.0287 2.1615  0.12
S 2.6311 0.7321 -0.0245  0.70
H 0.0297 2.0491 2.1657  0.07
H -0.0147 0.4380 2.5539  0.06
H 1.9738 1.2914 3.4643  0.16
H 4.2176 1.2452 3.1294  0.12
H 4.8402 0.9209 1.5496  0.11
C -1.7945 -0.1375 -4.3192  -0.15
Si -0.1419 -0.1805 -3.4721  0.37
C 1.2998 0.0068 -4.6396  -0.16
C 0.0708 -1.8583 -2.7487  -0.21
N -0.0499 1.0110 -2.1906  -0.19
C -0.1648 2.3689 -2.5248  -0.28
C -0.3105 2.8343 -3.8397  -0.04
C -0.4566 4.1846 -4.1327  -0.07
C -0.4707 5.1307 -3.1245  -0.08
C -0.3204 4.6996 -1.8146  -0.01
C -0.1551 3.3563 -1.5704  -0.19
O -0.0182 2.8350 -0.2620  -0.18
C 0.0817 3.7440 0.7887  -0.33
C 1.2882 4.3801 1.0124  -0.01
C 1.4006 5.2266 2.1079  -0.05
C 0.3185 5.4210 2.9604  -0.07
C -0.8892 4.7818 2.7078  -0.05
C -1.0167 3.9396 1.6069  -0.02
H -1.9484 -1.0613 -4.8871  0.04
H -1.9152 0.6970 -5.0107  0.03
H -2.5848 -0.0661 -3.5660  0.04
H 1.3633 -0.8684 -5.2948  0.04
H 2.2245 0.0602 -4.0572  0.04
H 1.2580 0.8904 -5.2760  0.03
H 0.1729 -2.5846 -3.5612  0.07
H -0.7717 -2.1674 -2.1274  0.02
H 0.9945 -1.8499 -2.1715  -0.01
H -0.3117 2.1265 -4.6529  0.07
H -0.5688 4.4907 -5.1651  0.11
H -0.5985 6.1819 -3.3413  0.11
H -0.3382 5.4099 -0.9978  0.12
H 2.1177 4.2078 0.3368  0.13
H 2.3362 5.7389 2.2929  0.11
H 0.4140 6.0789 3.8145  0.11
H -1.7381 4.9421 3.3597  0.11
H -1.9486 3.4364 1.3753  0.11
S -2.0801 0.6329 0.3173  0.68
C -2.7016 -0.9982 0.0212  -0.66
C -4.0611 -1.1654 -0.2308  -0.10
C -4.5794 -2.4360 -0.4437  -0.06
C -3.7530 -3.5516 -0.4081  -0.07
C -2.3995 -3.3912 -0.1540  -0.08
C -1.8833 -2.1189 0.0724  -0.43
As -0.0094 -1.7874 0.3630  1.31
C 0.1252 -1.7016 2.2985  -0.43
C -1.0040 -1.5611 3.0983  -0.10
C -0.8622 -1.3998 4.4730  -0.06
C 0.4039 -1.3866 5.0489  -0.07
C 1.5322 -1.5519 4.2513  -0.08
C 1.3942 -1.6993 2.8771  -0.14
C 0.7713 -3.5595 0.1257  -0.33
C 0.6591 -4.4007 1.2345  -0.11
C 1.1426 -5.6995 1.1758  -0.06
C 1.7445 -6.1696 0.0183  -0.06
C 1.8603 -5.3354 -1.0827  -0.06
C 1.3815 -4.0323 -1.0333  -0.09
H -4.7025 -0.2939 -0.2728  0.11
H -5.6344 -2.5513 -0.6573  0.11
H -4.1559 -4.5401 -0.5845  0.11
H -1.7498 -4.2563 -0.1329  0.10
H -1.9912 -1.5836 2.6536  0.11
H -1.7424 -1.2973 5.0952  0.11
H 0.5092 -1.2673 6.1200  0.11
H 2.5179 -1.5759 4.7023  0.11
H 2.2749 -1.8325 2.2576  0.11
H 0.1788 -4.0621 2.1400  0.10
H 1.0504 -6.3407 2.0429  0.11
H 2.1254 -7.1822 -0.0229  0.11
H 2.3283 -5.6952 -1.9899  0.11
H 1.4877 -3.4125 -1.9017  0.06

Atoms 1-6, force components in eV/Å:
0.637 0.615 1.870
-0.180 -0.388 -0.382
-0.022 0.012 0.020
0.078 -0.009 -0.197
0.013 0.005 0.032
-0.011 0.018 -0.436

Properties
Gap between HOMO and LUMO (spin up / spin down) in eV: 6.05 / 6.05
ΔE to the lowest compared entry with this formula, charge and spin in kcal per mole: 28.1
Calculated total energy in eV: -137257.6420
Lowest unoccupied orbital energy (spin up / spin down) in eV: -3.3 / -3.3
Total charge: +1
Molecular weight in g/mol: 787.7
Spin multiplicity: 1

***

Below is C34H37EuN9O3P as an isolated structure at a distorted geometry, with properties calculated with ωB97M-V with the def2-TZVPD basis set.

Each line ends with the Löwdin charge.
Cartesian coordinates (Å):
Eu 0.6529 0.6903 0.8347  1.53
C 4.3009 5.0855 2.2316  -0.02
N 3.9411 3.6822 2.0341  -0.12
C 4.8110 2.6267 2.0457  -0.04
C 4.0536 1.5138 1.8116  -0.11
N 2.7451 1.8696 1.6613  -0.05
C 2.6983 3.1774 1.7954  -0.49
P 1.2421 4.2552 1.6643  1.17
C 0.0734 3.3273 2.7205  -0.49
N 0.0643 2.0225 2.9131  -0.06
C -0.9468 1.7733 3.8015  -0.12
C -1.5456 2.9418 4.1641  -0.05
N -0.8828 3.9295 3.4834  -0.12
C -1.2546 5.3410 3.4897  -0.02
C 0.6749 3.7290 0.0030  -0.49
N 1.0864 2.6432 -0.6244  -0.06
C 0.5063 2.6656 -1.8649  -0.12
C -0.2613 3.7819 -1.9907  -0.04
N -0.1438 4.4559 -0.8012  -0.11
C -0.8369 5.6929 -0.4652  -0.01
H 5.3676 5.1400 2.4200  0.09
H 3.7713 5.5004 3.0850  0.09
H 4.0699 5.6699 1.3448  0.09
H 5.8664 2.7542 2.2162  0.12
H 4.3756 0.4862 1.7386  0.10
H -1.1850 0.7743 4.1281  0.11
H -2.3706 3.1529 4.8245  0.13
H -1.5160 5.6380 4.5017  0.10
H -2.1044 5.5179 2.8324  0.09
H -0.4103 5.9396 3.1591  0.06
H 0.6908 1.8874 -2.5872  0.11
H -0.8823 4.1424 -2.7941  0.13
H -0.7938 6.3789 -1.3073  0.10
H -0.3492 6.1596 0.3875  0.06
H -1.8771 5.4843 -0.2198  0.09
C 1.3490 -5.9738 -3.8308  -0.06
O 0.7385 -4.9047 -3.1201  -0.09
C -0.4473 -5.1549 -2.4973  -0.23
C -1.1249 -6.3591 -2.5421  -0.02
C -2.3229 -6.5080 -1.8439  -0.08
C -2.8185 -5.4590 -1.0981  -0.09
C -2.1355 -4.2439 -1.0507  -0.02
C -0.9576 -4.0719 -1.7614  -0.15
N -0.1697 -2.9050 -1.7699  0.16
C -0.4119 -1.6900 -1.1756  -0.35
N -1.6813 -1.2620 -1.1963  0.15
C -2.2967 -0.0450 -0.7111  -0.19
C -1.6870 0.8697 0.1326  -0.21
C -2.4690 1.9997 0.4362  -0.18
C -3.7634 2.1847 -0.0181  -0.10
C -4.3535 1.2178 -0.8321  -0.04
C -3.6154 0.1002 -1.1726  -0.23
O -4.0911 -0.9181 -1.9669  -0.11
C -5.4370 -0.8338 -2.4038  -0.07
N 0.5700 -0.9547 -0.7139  -0.06
C 1.8315 -1.5350 -0.4426  -0.29
C 2.9908 -0.9075 -0.8898  -0.05
C 4.2482 -1.4464 -0.6248  -0.10
C 4.3540 -2.6026 0.1208  -0.08
C 3.2130 -3.2168 0.6358  -0.01
C 1.9599 -2.6780 0.3808  -0.24
O 0.8041 -3.1674 0.8922  -0.09
C 0.8398 -4.4368 1.5332  -0.05
H 0.7213 -6.2953 -4.6633  0.10
H 1.5445 -6.8219 -3.1720  0.10
H 2.2873 -5.5880 -4.2151  0.09
H -0.7335 -7.1856 -3.1171  0.11
H -2.8526 -7.4513 -1.8862  0.11
H -3.7394 -5.5719 -0.5401  0.11
H -2.5236 -3.4470 -0.4326  0.11
H 0.7912 -3.0672 -2.0292  0.14
H -2.2981 -1.8027 -1.7832  0.12
H -2.0537 2.7734 1.0865  0.06
H -4.3351 3.0669 0.2567  0.10
H -5.3678 1.3426 -1.1826  0.10
H -5.6309 -1.7364 -2.9738  0.09
H -5.5862 0.0385 -3.0438  0.10
H -6.1225 -0.7829 -1.5553  0.10
H 2.8894 -0.0128 -1.4915  0.11
H 5.1364 -0.9602 -1.0087  0.11
H 5.3265 -3.0368 0.3199  0.11
H 3.3124 -4.1070 1.2397  0.11
H -0.1899 -4.6822 1.7732  0.10
H 1.4318 -4.4028 2.4496  0.09
H 1.2447 -5.1976 0.8620  0.10

Atoms 1-6, force components in eV/Å:
0.896 0.238 1.401
-0.025 -0.178 -0.024
0.095 0.165 0.022
-0.135 0.082 -0.021
0.043 -0.088 0.025
0.654 0.040 0.188

Properties
Gap between HOMO and LUMO (spin up / spin down) in eV: 6.39 / 7.72
Calculated total energy in eV: -84025.0234
Lowest unoccupied orbital energy (spin up / spin down) in eV: -1.8 / -1.8
Expectation value of S²: 15.76
Total charge: +1
Molecular weight in g/mol: 802.7
Spin multiplicity: 8

***

- Which of these has the lowest molecular weight?
  C34H37AsN4ORhS2Si